Below is 2 unconnected molecules or ions with the total composition C6H18N2O, with properties calculated with ωB97M-V/def2-TZVPD.

The geometry in ORCA input format:
```
! wB97M-V def2-TZVPD RIJCOSX def2/J DEFGRID3
* xyz 1 2
C 1.6273 0.9443 1.2300
N 0.4568 0.0835 1.1595
C -0.9505 0.5225 0.9358
C -1.8628 -0.7086 0.6726
C -1.6275 -1.5247 -0.5607
N -1.2574 -2.9159 -0.3603
C -0.9518 1.6311 -0.0719
C 2.4296 1.1536 -0.0417
H 1.4102 1.9122 1.6688
H 2.2670 0.4923 2.0036
H 0.7031 -0.7839 0.6779
H -1.2762 0.9396 1.8943
H -1.6844 -1.2911 1.5814
H -2.8467 -0.2611 0.8318
H -2.5458 -1.4526 -1.1535
H -0.8780 -1.0579 -1.2150
H -1.2387 -3.2088 0.6133
H -0.3515 -3.1489 -0.7356
H -0.3188 2.4777 0.1869
H -0.6661 1.3665 -1.0884
H -1.9351 2.1120 -0.0795
H 2.9620 2.1085 0.0293
H 3.1936 0.4395 -0.3444
H 1.8023 1.3894 -0.9037
H 0.6157 0.0203 -2.6742
H 1.7687 -0.4985 -1.7876
O 1.1550 -0.7410 -2.4688
*
```

Computed properties:
relative energy (zero: lowest compared OMol25 entry of this formula, charge and spin)	13.5	kcal/mol
calculated total energy	-11532.6461	eV
E_HOMO (spin up / spin down)	-12.57 / -12.57	eV

***

Below is a molecular structure, C6H18N3O5PRhSe3Te2, with properties calculated with ωB97M-V/def2-TZVPD.

The geometry in ORCA input format:
```
! wB97M-V def2-TZVPD RIJCOSX def2/J DEFGRID3
* xyz -1 5
Rh 0.3307 -0.5874 -0.5696
Se 0.7743 -0.9032 1.6395
Te -0.6042 -2.2834 3.1023
Te -2.4315 -3.3399 0.4998
Se -1.7399 -1.4939 -0.9439
C -1.4880 1.9590 2.7284
N -1.5940 3.0579 1.7770
C -1.6106 4.3702 2.3966
P -0.7842 2.8768 0.3160
O -0.7727 1.4444 -0.0534
N -1.6394 3.8891 -0.7093
C -3.0876 3.6896 -0.7421
C -1.0640 3.9685 -2.0595
N 0.7216 3.5611 0.3435
C 1.9192 2.7516 0.4843
C 0.9482 4.9928 0.3299
H -2.3119 2.0250 3.4437
H -0.5424 1.9703 3.2864
H -1.5619 1.0136 2.1972
H -2.4639 4.4345 3.0774
H -1.7180 5.1384 1.6315
H -0.6993 4.5740 2.9758
H -3.4582 3.4863 0.2592
H -3.3614 2.8501 -1.3910
H -3.5646 4.5950 -1.1265
H 0.0189 3.8669 -2.0276
H -1.3317 4.9270 -2.5131
H -1.4360 3.1603 -2.6961
H 1.6741 1.7027 0.3612
H 2.3838 2.8976 1.4671
H 2.6389 3.0041 -0.2973
H 0.0141 5.5151 0.1373
H 1.6598 5.2495 -0.4614
H 1.3629 5.3376 1.2851
O 2.8814 0.0608 -3.6021
Se 1.8782 0.5379 -2.4668
O 0.3694 -0.1955 -2.5988
O 2.2897 -0.1082 -0.9567
O 1.7241 2.1259 -2.3474
*
```

Computed properties:
calculated total energy	-244145.4400	eV
E_HOMO (spin up / spin down)	-4.38 / -5.16	eV

***

Below is 2 unconnected molecules or ions with the total composition C6H18N3PS, with properties calculated with ωB97M-V/def2-TZVPD.

The geometry in ORCA input format:
```
! wB97M-V def2-TZVPD RIJCOSX def2/J DEFGRID3
* xyz 0 1
C -1.3676 -0.7123 -4.1895
C 1.4573 -0.1957 3.7794
C 0.3608 2.4651 0.6689
C -1.4140 -0.7117 -2.6519
C 1.1618 0.3723 2.3332
C -0.6426 1.5511 1.3068
N -0.3850 -2.4480 -0.1346
N -0.0435 -0.7389 -2.1785
N -0.0283 0.2244 1.7035
P 0.4896 -1.0514 -0.5939
S 2.4396 -1.3725 -0.4300
H -0.4743 -1.3876 -4.5148
H -2.2785 -1.2627 -4.6433
H -1.2992 0.2674 -4.5349
H 2.4323 0.1492 4.0168
H 0.5765 0.1166 4.4827
H 1.4939 -1.3197 3.8701
H -0.1224 3.4497 0.3261
H 1.1379 2.8461 1.3998
H 0.9904 1.9741 -0.1536
H -2.0404 0.0655 -2.1248
H -1.7793 -1.6430 -2.1716
H 1.5597 1.4021 2.3871
H 1.7891 -0.2827 1.6151
H -1.2134 2.0027 2.1222
H -1.6137 1.4139 0.6852
H -1.2847 -2.4928 -0.5871
H -0.3140 -2.8016 0.7907
H 0.4121 0.1204 -2.5789
*
```

Computed properties:
relative energy (zero: lowest compared OMol25 entry of this formula, charge and spin)	46.2	kcal/mol
calculated total energy	-31105.2619	eV
E_HOMO (spin up / spin down)	-7.28 / -8.22	eV

***

Below is a molecular structure, C6H18O3, with properties calculated with ωB97M-V/def2-TZVPD.

The geometry in ORCA input format:
```
! wB97M-V def2-TZVPD RIJCOSX def2/J DEFGRID3
* xyz 0 1
C 2.3167 -0.3755 1.2845
C 1.4811 0.9642 1.3007
O 0.0828 0.5926 1.3750
H 2.1866 -0.9467 2.2037
H 3.3375 -0.2472 0.9245
H 1.9057 -1.0205 0.5079
H 1.6136 1.5911 0.4189
H 1.6833 1.6236 2.1447
H -0.1590 0.9135 2.2469
C -0.2938 -1.6692 1.2493
C -0.8428 -1.3303 -0.1434
O -0.3338 -0.1318 -0.4455
H -0.7443 -0.9435 1.9263
H 0.7947 -1.6115 1.2541
H -0.6162 -2.6494 1.6004
H -1.9188 -1.1874 -0.0441
H -0.6047 -2.1077 -0.8694
H 0.2525 0.1491 0.2609
C -1.2648 1.7653 -1.5473
C -1.2329 0.4913 -2.4402
O -0.0627 -0.2819 -2.3260
H -0.7020 2.6239 -1.9135
H -0.8331 1.4942 -0.5838
H -2.2752 2.1385 -1.3797
H -1.5210 0.7455 -3.4602
H -2.1495 -0.0110 -2.1307
H -0.0998 -0.5793 -1.4140
*
```

Computed properties:
relative energy (zero: lowest compared OMol25 entry of this formula, charge and spin)	207.1	kcal/mol
calculated total energy	-12647.3042	eV
E_HOMO	-7.81	eV

***

Below is 3 unconnected molecules or ions with the total composition C6H18O3, with properties calculated with ωB97M-V/def2-TZVPD.

The geometry in ORCA input format:
```
! wB97M-V def2-TZVPD RIJCOSX def2/J DEFGRID3
* xyz 0 1
C -8.8906 -18.4557 -10.1255
C -7.8761 -19.3813 -10.7913
O -8.1059 -20.8042 -10.6292
H -9.7898 -18.3984 -10.7389
H -8.5958 -17.4247 -9.9302
H -9.1415 -18.8289 -9.1326
H -6.8698 -19.1915 -10.4177
H -7.8858 -19.2799 -11.8765
H -7.7302 -21.2431 -11.3959
C -4.2828 -22.2142 -13.2006
C -4.7451 -23.6323 -12.9070
O -6.1747 -23.6572 -13.0103
H -3.2122 -22.0494 -13.0790
H -4.7609 -21.4983 -12.5321
H -4.6657 -22.0259 -14.2036
H -4.2927 -23.9891 -11.9818
H -4.4273 -24.3392 -13.6735
H -6.4462 -24.5654 -12.8587
C -13.8617 -21.2495 -10.5625
C -12.4709 -21.9133 -10.7660
O -11.9293 -22.5462 -9.5578
H -13.9028 -20.2243 -10.1944
H -14.4405 -21.9073 -9.9141
H -14.4039 -21.2847 -11.5074
H -11.9179 -21.1150 -11.2610
H -12.6177 -22.5872 -11.6101
H -11.0134 -22.7447 -9.7663
*
```

Computed properties:
SMILES	CCO.CCO.CCO
relative energy (zero: lowest compared OMol25 entry of this formula, charge and spin)	35.9	kcal/mol
calculated total energy	-12654.7269	eV
E_HOMO	-10.16	eV

***

Below is 2 unconnected molecules or ions with the total composition C6H18O3PSi, with properties calculated with ωB97M-V/def2-TZVPD.

The geometry in ORCA input format:
```
! wB97M-V def2-TZVPD RIJCOSX def2/J DEFGRID3
* xyz 1 1
C 0.7681 2.1946 -1.1102
C -0.3648 -2.3346 -0.6044
C -4.6343 0.0030 -0.2221
C -0.1496 1.1767 -0.5392
C 0.1768 -1.7278 0.6792
C -4.5606 -0.7725 0.7966
O 3.9120 -0.6774 1.1804
O 3.1449 1.7274 1.1000
O 3.7911 0.4824 -1.0331
Si 0.6720 0.1180 0.8192
P 2.9960 0.2871 0.3934
H 1.3635 2.8398 -0.4408
H 1.4286 1.8151 -1.8498
H 0.1352 2.9041 -1.7357
H -1.2548 -1.7845 -0.9058
H 0.4037 -2.2194 -1.4418
H -0.5402 -3.3941 -0.4579
H -5.5623 0.2878 -0.5802
H 0.7450 0.8532 2.0423
H -3.7641 0.3284 -0.6469
H -0.3884 0.5684 -1.3608
H -1.0639 1.5833 -0.3991
H 0.9315 -2.3735 0.9779
H -0.6842 -1.7454 1.4719
H -3.4993 -1.1527 1.0704
H -5.4553 -1.1697 1.3654
H 4.8103 -0.8472 0.8505
H 3.0345 1.6443 1.9749
H 3.6084 1.3854 -1.3941
*
```

Computed properties:
relative energy (zero: lowest compared OMol25 entry of this formula, charge and spin)	0.0	kcal/mol
calculated total energy	-29816.0883	eV
E_HOMO	-12.72	eV

***

Q: Which value of calculated total energy does entry 4 give?
A: -12647.3042 eV

***

Q: Look up the calculated total energy of the fifth one.
A: -12654.7269 eV

***

Q: Which of these has the highest calculated total energy?
A: C6H18N2O

***

Q: Which of these has the highest calculated total energy?
A: C6H18N2O